Entry 1:
Density functional theory data (the ωB97M-V functional and the def2-TZVPD basis) for 2 unconnected molecules or ions with the total composition C10H16O at a distorted geometry.

## Properties
Energy, eV: -12673.98627
SMILES string: Cc1ccc(O)cc1.CCC
Net charge: 0

The geometry in XYZ format:
```
27
C10H16O the ωB97M-V functional and the def2-TZVPD basis
H -1.74294 2.79838 -0.03999
H 2.28946 0.14052 -0.47317
H -1.42165 1.32542 -2.07275
C -0.88065 -1.31062 1.98930
H -0.69132 3.48290 2.24850
O 0.19590 3.28538 1.82461
C 1.26245 1.65662 0.75697
C -0.38179 -2.56095 1.26476
H -0.49779 -3.44839 1.82564
C -0.81115 2.18274 -0.23835
H 2.01565 1.73608 1.42543
C 1.55613 0.89426 -0.44866
H -2.10200 -3.08997 -0.14468
H -0.51340 -3.31471 -1.01017
H 0.62644 -2.40157 1.18333
H -1.68327 -1.59939 2.64567
C 0.04662 2.30043 0.86723
C -0.53656 1.35185 -1.25013
H 1.42388 1.21171 -3.47526
C -0.93255 -2.63139 -0.17057
H 0.61147 -0.30128 -3.25263
C 0.67277 0.85967 -1.52714
H -0.89131 -1.49403 -0.53888
H -1.01356 -0.41283 1.44439
H 2.28028 -0.09312 -2.67729
H -0.11673 -0.95429 2.67427
C 1.23561 0.38658 -2.83047
```

---

Entry 2:
Density functional theory data (the ωB97M-V functional and the def2-TZVPD basis) for 2 unconnected molecules or ions with the total composition C10H16O at a distorted geometry.

## Properties
Energy, eV: -12676.91230
SMILES string: Cc1ccc(O)cc1.CCC
Net charge: 0

The geometry in XYZ format:
```
27
C10H16O the ωB97M-V functional and the def2-TZVPD basis
H -1.11304 2.78256 2.81352
C 2.18794 -1.01826 -0.31864
H -0.34033 -3.21546 -0.84666
H 2.33979 0.86883 -1.31491
H 2.55293 -3.93605 0.31590
O 0.26570 0.64783 -2.96582
C -1.06914 3.09851 1.77532
H -3.50223 2.21792 0.75147
H 1.04817 -3.85816 1.13125
H -1.75755 3.92851 1.60626
C -2.78931 1.40501 0.85315
C 1.79624 -0.06420 -1.24326
H -2.89559 0.60675 0.11382
C -1.36048 1.95261 0.80310
C -0.12100 -1.37060 -1.81984
H -0.62577 1.15767 0.91064
C 1.88315 -3.23208 0.82638
H 0.86521 1.40286 -2.96504
H 2.36942 -2.81417 1.69708
H -0.99678 -1.51929 -2.43026
C 0.26296 -2.31776 -0.87414
H -0.07701 3.48812 1.51069
H 3.07250 -0.85934 0.29139
C 0.66485 -0.26002 -2.02040
C 1.43124 -2.16549 -0.14371
H -1.14788 2.25392 -0.23341
H -2.94401 0.81979 1.77611
```

---

Entry 3:
Density functional theory data (the ωB97M-V functional and the def2-TZVPD basis) for 2 unconnected molecules or ions with the total composition C10H16O at a distorted geometry.

## Properties
2S+1: 2
Energy, eV: -12667.74313
Net charge: +1
⟨S²⟩: 0.766

The geometry in XYZ format:
```
27
C10H16O the ωB97M-V functional and the def2-TZVPD basis
H 0.04639 -1.95229 -2.49051
C -0.36978 0.85778 1.75206
C -1.87301 -1.26808 -1.93093
C 1.92969 0.64377 0.19001
H 1.55424 0.51991 4.32970
C -1.45712 -0.04945 -2.82630
C 0.94817 1.65294 0.02385
H -1.19267 0.90587 2.44562
H -2.13257 0.81364 -2.74876
C 0.84438 0.26294 2.25299
H 1.32015 -1.15043 3.72481
H -0.04227 -0.19594 4.11553
C 1.91880 -0.01544 1.40345
C -0.31256 1.61747 0.60098
H -1.22167 1.97766 0.14126
H -0.61747 -3.03964 -1.25496
O 1.36031 2.52307 -0.90770
H 2.60810 0.40534 -0.61506
H -1.73359 -0.42750 -3.80083
H -2.54473 -1.96063 -2.43963
C -0.54300 -2.00262 -1.56062
H 0.65503 3.09573 -1.25303
H 2.58406 -0.84716 1.60390
H -0.42928 0.13642 -2.52722
H -2.36483 -1.00027 -0.99364
H 0.11996 -1.39005 -0.90625
C 0.94526 -0.11302 3.67126
```

---

Entry 4:
Density functional theory data (the ωB97M-V functional and the def2-TZVPD basis) for 2 unconnected molecules or ions with the total composition C10H16O at a distorted geometry.

## Properties
2S+1: 2
Energy, eV: -12666.30988
Net charge: +1
⟨S²⟩: 0.767

The geometry in XYZ format:
```
27
C10H16O the ωB97M-V functional and the def2-TZVPD basis
C -4.04605 -0.28924 0.46139
H -2.25762 -0.45175 -0.83171
H -3.90903 0.81337 0.64112
O 0.23730 3.04196 -0.88951
C 1.24819 -2.08891 2.31512
H 0.99989 -2.72265 0.11707
C 1.43221 -2.09457 0.77029
C 0.74578 1.70904 -0.81737
H -3.69935 -0.87229 1.42050
C 2.12237 0.28246 0.36680
C 1.33057 -0.83253 0.05029
H 0.98033 -3.06541 2.92608
H 0.45419 -1.31948 2.70987
H -5.13837 -0.48110 0.42582
C 1.80915 1.60019 0.02754
C 0.02746 0.64373 -1.31748
H 2.18899 -1.75655 2.85041
H -0.64808 3.04331 -1.29036
H 2.39698 2.31800 0.44660
H -3.64329 -0.28740 -1.65215
H -0.51148 -1.31021 -1.23587
H -3.46085 -1.77355 -0.93449
C -3.32699 -0.73397 -0.73722
H -0.93747 1.01715 -1.81507
H 2.50110 -2.61527 0.65897
H 2.99896 0.03600 1.00136
C 0.28843 -0.68085 -0.83968
```

---

Entry 5:
Density functional theory data (the ωB97M-V functional and the def2-TZVPD basis) for 2 unconnected molecules or ions with the total composition C10H16O at a distorted geometry.

## Properties
2S+1: 2
Energy, eV: -12666.22178
Net charge: +1
⟨S²⟩: 0.771

The geometry in XYZ format:
```
27
C10H16O the ωB97M-V functional and the def2-TZVPD basis
H -2.12609 1.75500 -0.85478
C 0.86803 -1.99189 0.74307
H -1.15025 -3.15517 2.59575
H 2.48722 0.78139 -2.24763
C -0.47400 -2.33619 2.79065
H 0.67024 -2.92394 0.24730
H -1.20747 -1.29086 0.82689
C -0.31840 -1.45161 1.53257
H -0.23578 -0.31174 1.84770
H -0.12380 -0.70185 -4.11991
H -1.71199 0.77848 -3.16897
H 0.43472 -2.69565 3.19551
H -1.58079 2.34863 1.17593
H 1.84197 -2.03626 1.14131
C 1.18770 1.78195 -0.79407
C -0.12285 1.94807 -0.30492
H 1.05017 -1.47654 -0.20612
C 1.45950 0.84128 -1.84824
C -0.94561 0.67948 -2.36425
C 0.36720 0.32468 -2.53892
H -0.26607 3.55083 1.29910
C -0.59285 2.49487 0.98811
H -0.24548 1.75002 1.79264
H 2.18233 2.01468 -0.27947
H -1.07734 -1.62617 3.26108
O 0.72832 -0.49706 -3.55067
C -1.09863 1.44556 -1.15967
```

---

Entry 6:
Density functional theory data (the ωB97M-V functional and the def2-TZVPD basis) for 2 unconnected molecules or ions with the total composition C10H16O3 at a distorted geometry.

## Properties
Energy, eV: -16763.14914
Net charge: 0

The geometry in XYZ format:
```
29
C10H16O3 the ωB97M-V functional and the def2-TZVPD basis
C -0.62426 -2.19556 2.72398
H 1.49085 0.71725 -1.04221
C 0.46640 -1.13025 -0.77449
H -0.48989 -1.37244 -1.26781
H 1.99812 -1.86108 2.17986
O -0.18551 2.68494 -1.72963
H -2.31261 -0.34420 1.95136
H 0.33071 -2.55420 3.12738
H 2.60064 -0.83071 0.80786
H 1.32854 -1.31212 -1.44135
C 1.71949 -1.20027 1.36476
H 1.54681 2.79454 1.26756
O 1.01854 2.81281 -1.82872
C 0.53679 0.42026 -0.53965
H -1.20348 -3.06766 2.38114
C 0.57782 -1.83291 0.54325
O -0.63235 0.82188 -1.14376
H -2.34503 -1.57099 0.67035
C 0.63117 0.92568 0.88352
C -0.43856 -1.22562 1.57818
H -1.19294 -1.71144 3.52663
C -1.76501 -0.73502 1.08541
C 0.69038 -0.13078 1.87142
H 0.10447 2.41244 2.27143
C 0.53552 2.32379 1.24022
H -0.11842 2.89539 0.55309
H 0.73437 0.18455 2.92082
H -1.71091 0.05252 0.32324
H 0.55104 -2.92488 0.45646
```

---

How do the records compare in ΔE to the lowest compared entry with this formula, charge and spin? In the order shown, they have 86.2 18.7 33.1 66.2 68.2 203.8 kcal/mol.